{
  "formula": "C12H42BrClF2O14P3",
  "method": "ωB97M-V/def2-TZVPD",
  "elements": ["Br", "Cl", "P", "P", "P", "F", "F", "O", "O", "O", "O", "O", "O", "O", "O", "O", "O", "O", "O", "O", "O", "C", "C", "C", "C", "C", "C", "C", "C", "C", "C", "C", "C", "H", "H", "H", "H", "H", "H", "H", "H", "H", "H", "H", "H", "H", "H", "H", "H", "H", "H", "H", "H", "H", "H", "H", "H", "H", "H", "H", "H", "H", "H", "H", "H", "H", "H", "H", "H", "H", "H", "H", "H", "H", "H"],
  "coordinates": [[-2.64, 3.97, -2.66], [-2.05, 4.48, 0.73], [1.40, 1.94, 0.97], [1.75, 0.41, -0.54], [-0.46, 3.06, 0.65], [0.55, 4.42, 0.80], [-0.70, 2.90, 2.34], [3.20, 0.54, -0.98], [8.41, 0.34, -4.23], [-0.35, 3.19, -1.06], [-4.91, 1.22, -3.50], [0.81, 0.54, -1.92], [-4.21, -2.47, 2.78], [-1.51, 1.69, 0.54], [0.06, -1.03, 3.21], [2.59, -4.27, 3.59], [-4.13, 0.49, 1.69], [6.21, 0.59, -6.32], [1.58, -1.12, 0.13], [-8.54, -1.03, 4.73], [6.41, 0.28, 0.91], [1.32, -1.29, 3.83], [7.74, 1.43, -3.60], [1.94, -5.50, 3.90], [-1.50, 2.67, -1.65], [-2.23, 1.65, -0.68], [-3.74, 1.84, -0.35], [6.97, -0.27, -0.27], [6.87, 1.34, -7.33], [-4.24, 0.49, 0.26], [-7.57, -1.61, 5.60], [-5.61, -2.67, 2.62], [-6.14, 1.43, -4.17], [-6.15, -1.81, 3.02], [7.86, 2.33, -4.20], [-3.94, 2.61, 0.42], [-3.72, -0.39, -0.16], [3.53, -4.46, 3.51], [6.87, 0.02, -5.91], [-5.90, -3.57, 3.17], [-6.95, 1.18, -3.49], [-6.57, -1.49, 5.17], [0.87, -5.32, 4.00], [6.68, 1.19, -3.52], [-6.23, 2.47, -4.48], [2.32, -5.90, 4.85], [6.82, -1.35, -0.29], [2.11, -6.23, 3.10], [-3.30, 0.92, 1.94], [7.30, 0.67, -8.08], [-5.85, -2.81, 1.56], [-4.35, 2.08, -1.25], [-0.60, -1.54, 3.68], [-4.20, 1.44, -4.11], [7.66, 1.95, -6.88], [-2.21, 0.68, -1.23], [1.17, 1.20, 2.17], [-7.80, -2.67, 5.71], [1.28, -0.98, 4.88], [-1.17, 2.02, -2.49], [-7.62, -1.13, 6.58], [5.47, 0.07, 0.90], [-3.98, -1.68, 2.28], [2.08, -0.71, 3.31], [0.80, -1.05, 0.72], [-6.20, 0.78, -5.05], [-8.32, -0.10, 4.65], [6.50, 0.18, -1.15], [0.58, -0.38, -2.14], [9.34, 0.57, -4.28], [6.15, 1.99, -7.81], [8.14, 1.59, -2.60], [1.55, -2.35, 3.76], [8.04, -0.05, -0.29], [-5.32, 0.39, 0.04]],
  "lowdin_charge": [0.620, 0.378, 0.799, 0.341, 0.121, -0.378, -0.370, -0.413, -0.136, -0.330, -0.153, -0.199, -0.134, -0.310, -0.142, -0.135, -0.095, -0.128, -0.222, -0.130, -0.129, -0.149, -0.149, -0.152, -0.709, -0.391, -0.161, -0.168, -0.167, -0.234, -0.165, -0.165, -0.156, 0.060, 0.076, 0.087, 0.113, 0.078, 0.051, 0.076, 0.077, 0.064, 0.079, 0.084, 0.077, 0.074, 0.076, 0.075, 0.082, 0.073, 0.077, 0.073, 0.072, 0.059, 0.067, 0.137, -0.108, 0.079, 0.079, 0.070, 0.074, 0.065, 0.040, 0.068, 0.030, 0.072, 0.073, 0.064, 0.060, 0.073, 0.076, 0.072, 0.049, 0.072, 0.114],
  "e_tot_ev": -157659.594,
  "lumo_energy_ev": 2.18,
  "charge": -1,
  "homo_lumo_gap_ev": 7.894,
  "homo_energy_ev": -5.71,
  "molar_mass_g_mol": 656.73
}

=====

{
  "formula": "C38H21N11PtSe",
  "method": "ωB97M-V/def2-TZVPD",
  "elements": ["Pt", "Se", "N", "N", "N", "N", "N", "N", "N", "N", "N", "N", "N", "C", "C", "C", "C", "C", "C", "C", "C", "C", "C", "C", "C", "C", "C", "C", "C", "C", "C", "C", "C", "C", "C", "C", "C", "C", "C", "C", "C", "C", "C", "C", "C", "C", "C", "C", "C", "C", "C", "H", "H", "H", "H", "H", "H", "H", "H", "H", "H", "H", "H", "H", "H", "H", "H", "H", "H", "H", "H", "H"],
  "coordinates": [[-0.16, 0.09, 0.44], [3.61, 2.48, 1.65], [0.59, 2.74, -1.48], [2.28, 1.36, 1.24], [1.84, -0.91, 1.43], [-0.24, 2.07, 0.66], [1.93, -1.61, -2.03], [-1.10, 2.21, 2.90], [0.56, 0.35, -1.41], [-1.01, -0.10, 2.24], [-0.45, -1.91, 0.10], [4.62, 1.15, 2.31], [-1.35, -2.46, 2.27], [2.26, -2.12, 1.81], [0.02, 4.06, 1.77], [0.59, 1.54, -2.02], [0.57, -2.11, -2.18], [-1.43, 0.96, 3.03], [1.14, 6.45, 0.96], [1.05, 5.43, 0.03], [0.41, -5.15, -1.30], [-2.28, 0.45, 4.07], [-3.13, -1.73, 4.73], [2.64, 0.14, 1.60], [-0.41, -5.32, 1.41], [-0.45, -4.11, 0.73], [0.92, 1.81, -5.77], [0.88, -0.66, -2.37], [-0.46, 2.71, 1.86], [-0.76, -2.76, 1.13], [1.07, -0.47, -4.98], [-2.36, -0.95, 3.89], [0.65, 6.30, 2.26], [-2.99, 1.07, 5.09], [0.50, 4.22, 0.45], [4.37, -1.26, 2.58], [-1.55, -1.25, 2.73], [0.07, 5.11, 2.68], [0.43, -6.35, -0.61], [-0.01, -2.63, -0.94], [-3.82, -1.10, 5.75], [1.07, 0.45, -6.01], [-3.76, 0.28, 5.92], [3.50, -2.32, 2.38], [3.96, 0.01, 2.19], [-0.01, -4.02, -0.61], [0.32, 2.96, -0.21], [0.77, 2.30, -4.48], [0.90, 0.00, -3.70], [0.05, -6.43, 0.73], [0.76, 1.37, -3.46], [0.76, -7.24, -1.12], [2.56, -1.82, -2.80], [0.74, 7.12, 2.95], [-4.42, -1.69, 6.43], [-3.19, -2.80, 4.58], [0.12, -7.38, 1.24], [0.71, -5.09, -2.33], [-2.94, 2.14, 5.21], [5.35, -1.40, 3.01], [1.58, -2.94, 1.66], [0.33, -2.69, -3.07], [0.92, 2.50, -6.61], [0.66, 3.35, -4.26], [-0.70, -5.37, 2.45], [1.18, -1.53, -5.19], [1.60, 7.38, 0.68], [1.41, 5.54, -0.98], [3.79, -3.32, 2.66], [-4.32, 0.74, 6.72], [1.18, 0.11, -7.03], [-0.32, 4.99, 3.67]],
  "lowdin_charge": [1.242, 1.162, 0.205, -0.220, 0.058, -0.054, 0.156, 0.214, -0.003, -0.020, -0.017, -0.240, 0.214, -0.072, -0.107, -0.283, -0.146, -0.268, -0.077, -0.011, -0.021, -0.107, -0.014, -0.458, -0.017, -0.129, -0.074, -0.371, -0.279, -0.327, -0.017, -0.100, -0.073, -0.014, -0.119, 0.013, -0.291, -0.004, -0.090, -0.171, -0.084, -0.075, -0.085, -0.031, -0.386, -0.128, -0.301, -0.002, -0.081, -0.085, -0.094, 0.098, 0.112, 0.102, 0.099, 0.110, 0.098, 0.106, 0.110, 0.117, 0.102, 0.149, 0.103, 0.114, 0.111, 0.111, 0.102, 0.114, 0.108, 0.098, 0.103, 0.115],
  "e_tot_ev": -124731.745,
  "lumo_energy_ev": [-1.41, -1.38],
  "homo_lumo_gap_ev": [4.703, 5.140],
  "homo_energy_ev": [-6.11, -6.52],
  "molar_mass_g_mol": 905.70
}

=====

{
  "formula": "C27H57Cl2IrNP2Si",
  "method": "ωB97M-V/def2-TZVPD",
  "elements": ["Ir", "Cl", "Cl", "P", "P", "Si", "N", "C", "C", "C", "C", "C", "C", "C", "C", "C", "C", "C", "C", "C", "C", "C", "C", "C", "C", "C", "C", "C", "C", "C", "C", "C", "C", "C", "H", "H", "H", "H", "H", "H", "H", "H", "H", "H", "H", "H", "H", "H", "H", "H", "H", "H", "H", "H", "H", "H", "H", "H", "H", "H", "H", "H", "H", "H", "H", "H", "H", "H", "H", "H", "H", "H", "H", "H", "H", "H", "H", "H", "H", "H", "H", "H", "H", "H", "H", "H", "H", "H", "H", "H", "H"],
  "coordinates": [[1.00, -0.73, -0.59], [1.71, 1.22, 0.50], [0.36, -2.68, -1.63], [1.38, -2.05, 1.34], [0.57, 0.43, -2.57], [-1.24, 2.34, 1.80], [-1.57, 1.09, 0.65], [-2.03, -0.65, -2.59], [-3.73, 1.16, -0.50], [2.40, -3.57, 1.00], [0.20, 3.56, 1.75], [-0.72, 2.76, -1.74], [-1.29, -1.80, 2.04], [1.67, 3.10, -2.40], [-0.90, -0.24, -3.53], [-0.22, -3.83, 3.00], [1.28, -0.37, 3.67], [-5.69, 0.65, 0.77], [0.39, 2.31, -2.68], [1.96, -0.02, -3.74], [-4.92, 0.11, 1.81], [-0.23, -2.86, 1.81], [2.16, -1.36, 2.90], [3.36, 0.29, -3.17], [1.82, 0.53, -5.17], [-1.47, 1.82, 3.59], [3.51, -3.32, -0.03], [-3.56, 0.13, 1.67], [-2.65, 3.50, 1.35], [3.54, -0.75, 2.58], [-1.46, 0.71, -4.60], [-5.11, 1.18, -0.40], [2.99, -4.25, 2.24], [-2.88, 0.72, 0.56], [-2.19, -2.07, 1.46], [-6.79, 0.66, 0.86], [0.25, -3.38, 3.89], [-2.11, 0.08, -1.77], [3.09, -3.21, -1.04], [4.21, -4.17, -0.03], [1.63, 1.61, -5.18], [1.65, -4.24, 0.55], [-2.47, 1.38, 3.73], [-2.06, 1.52, -4.16], [3.36, 0.42, -2.07], [-0.48, -1.13, -4.02], [0.25, -4.79, 2.76], [-1.86, -1.62, -2.13], [-2.99, -0.69, -3.12], [2.77, 0.36, -5.69], [1.88, 0.07, 4.48], [2.35, 3.09, -3.26], [3.52, -0.17, 1.65], [1.39, 4.14, -2.20], [3.28, -5.27, 1.94], [4.32, -1.52, 2.52], [0.40, -0.84, 4.13], [2.19, 2.71, -1.51], [2.50, -0.98, -0.92], [-1.59, -1.76, 3.10], [-1.43, 2.81, 4.08], [1.04, 0.01, -5.73], [-3.60, 2.98, 1.48], [3.79, 1.18, -3.64], [-1.72, 2.48, -2.10], [1.13, 3.22, 2.25], [2.28, -4.35, 3.07], [-2.90, -0.23, 2.49], [0.43, 3.96, 0.75], [-5.71, 1.63, -1.21], [4.02, -0.57, -3.39], [3.82, -0.05, 3.39], [4.09, -2.41, 0.20], [-0.96, -0.82, 1.70], [-0.47, -3.41, 0.89], [-5.38, -0.31, 2.73], [-0.57, 2.29, -0.75], [-0.24, 4.37, 2.36], [-2.12, 0.12, -5.25], [0.07, 2.50, -3.72], [2.31, -2.24, 3.54], [0.96, 0.45, 3.01], [3.89, -3.73, 2.59], [-2.54, 3.79, 0.29], [-3.19, 1.60, -1.36], [-0.73, 3.86, -1.61], [-2.54, 4.35, 2.04], [-0.70, 1.15, 4.02], [-1.27, -4.03, 3.27], [1.85, -1.12, -3.77], [-0.69, 1.17, -5.24]],
  "lowdin_spin": [1.758, 0.261, 0.273, 0.095, 0.102, 0.069, 0.660, 0.021, 0.061, 0.004, 0.011, 0.015, 0.041, 0.004, 0.017, 0.008, 0.003, 0.053, 0.027, 0.008, -0.001, 0.025, 0.018, 0.022, 0.002, 0.018, 0.021, 0.056, 0.033, 0.004, 0.004, -0.004, 0.001, 0.054, 0.001, 0.003, 0.001, 0.009, 0.007, 0.001, 0.000, 0.001, 0.000, 0.000, 0.015, 0.002, 0.000, 0.005, 0.001, 0.001, 0.000, 0.000, 0.003, 0.000, 0.000, 0.000, 0.000, 0.003, 0.123, 0.002, 0.002, 0.000, 0.002, 0.001, 0.000, 0.006, 0.000, 0.001, 0.001, -0.001, 0.002, 0.000, 0.009, 0.028, 0.002, -0.001, 0.005, 0.002, 0.001, 0.004, 0.003, 0.001, 0.000, 0.000, 0.001, 0.000, 0.004, 0.000, 0.002, 0.001, 0.000],
  "e_tot_ev": -84753.356,
  "lumo_energy_ev": [2.74, 1.20],
  "charge": -1,
  "homo_lumo_gap_ev": [3.494, 5.439],
  "spin_multiplicity": 5,
  "homo_energy_ev": [-0.76, -4.24],
  "molar_mass_g_mol": 748.92
}

=====

{
  "formula": "C12H19ClN4O",
  "method": "ωB97M-V/def2-TZVPD",
  "elements": ["Cl", "O", "N", "N", "N", "N", "C", "C", "C", "C", "C", "C", "C", "C", "C", "C", "C", "C", "H", "H", "H", "H", "H", "H", "H", "H", "H", "H", "H", "H", "H", "H", "H", "H", "H", "H", "H"],
  "coordinates": [[4.35, 1.56, 0.86], [1.76, 0.37, -2.43], [3.65, -2.22, 0.25], [2.70, -1.66, -0.47], [1.11, 1.48, -0.57], [-1.33, 0.82, 0.01], [1.76, -2.46, -1.21], [4.34, -1.24, 0.80], [0.87, 1.50, 0.85], [-2.68, 0.40, 0.32], [-0.44, 0.75, 1.16], [0.12, 2.25, -1.31], [1.81, 0.53, -1.22], [3.80, -0.01, 0.42], [-1.25, 2.12, -0.62], [-4.20, -1.58, 0.67], [2.71, -0.31, -0.40], [-2.76, -1.11, 0.60], [-2.26, -1.34, 1.54], [-2.23, -1.63, -0.21], [0.43, 3.30, -1.36], [1.70, 1.04, 1.39], [-0.90, 1.19, 2.06], [-4.24, -2.64, 0.88], [-4.71, -1.39, -0.28], [-4.74, -1.05, 1.45], [5.18, -1.44, 1.43], [1.66, -2.07, -2.22], [2.14, -3.48, -1.23], [0.78, -2.45, -0.72], [0.81, 2.55, 1.16], [-1.40, 2.94, 0.10], [-2.03, 2.20, -1.38], [-3.30, 0.62, -0.55], [0.09, 1.83, -2.32], [-3.09, 0.95, 1.18], [-0.22, -0.30, 1.36]],
  "lowdin_charge": [0.698, 0.074, 0.082, -0.152, -0.042, -0.176, 0.005, -0.148, -0.133, -0.224, -0.154, -0.104, -0.398, -0.636, -0.165, -0.114, -0.161, -0.252, 0.100, 0.109, 0.129, 0.092, 0.127, 0.069, 0.071, 0.072, 0.104, 0.089, 0.093, 0.090, 0.129, 0.123, 0.121, 0.120, 0.120, 0.127, 0.114],
  "e_tot_ev": -33282.377,
  "lumo_energy_ev": 0.78,
  "homo_lumo_gap_ev": 9.673,
  "smiles": "CCCN1CCN(C(=O)c2c(Cl)cnn2C)CC1",
  "homo_energy_ev": -8.89,
  "molar_mass_g_mol": 270.76
}